(1)
C13H33GaNO3 | ωB97M-V/def2-TZVPD

As for the HOMO energy: -0.16663 Eh. Its total charge is -1. The value obtained for the orbital gap is 7.4029 eV.

```
51
Properties=species:S:1:pos:R:3:forces:R:3:mulliken_charge:R:1
C -2.23525 5.17808 -1.15231 -0.012 0.005 0.074 -0.997
H 0.35829 -0.62725 -0.65073 -0.074 0.081 0.147 -0.309
C 0.81740 -4.32313 2.88588 0.245 -0.227 -0.533 0.561
H -2.05521 6.08941 -0.57737 0.007 -0.004 0.005 0.377
H -0.60193 2.41757 -3.69440 -0.040 -0.031 0.019 0.460
H 2.77685 -5.06780 3.39273 0.020 -0.010 0.177 0.478
H 0.26087 5.26894 -2.98961 -0.005 0.000 0.009 0.293
H 2.57965 -3.32138 3.70603 0.108 0.023 0.085 0.328
H -0.16489 4.70088 -0.86632 0.003 -0.008 -0.045 0.398
H -0.42484 -5.50486 1.52136 -0.114 -0.132 0.009 0.389
H -1.66899 3.81434 -3.63910 0.016 0.000 -0.008 0.255
H 0.60022 4.37883 -4.46732 -0.002 -0.005 -0.006 0.433
H -1.22776 3.76785 0.13807 -0.040 -0.049 -0.015 0.388
C -1.11633 4.16265 -0.87438 0.085 0.125 0.080 -0.808
H 1.16222 -1.66260 3.49887 0.020 0.053 0.096 0.426
O 3.21563 0.46177 -1.52500 0.158 -0.048 -0.196 -0.314
H 0.09173 -0.94753 2.30939 -0.068 0.050 -0.049 0.455
H 1.22451 -3.12259 -0.71217 0.073 -0.004 0.033 -0.461
H -3.47472 2.53760 -2.96395 0.014 0.009 -0.007 0.271
H -1.56325 -3.79304 3.67220 -0.041 -0.061 0.062 0.427
H 0.42139 -4.62939 3.85818 -0.106 0.281 0.153 0.328
H -3.90638 2.78087 -1.26608 0.013 0.041 -0.026 0.233
H 0.77034 -6.45365 2.45354 -0.111 -0.125 -0.018 0.414
H 2.76161 -3.91879 2.06196 0.065 0.151 -0.002 0.258
C 0.82954 -1.75773 2.45143 0.057 0.191 -0.144 -1.601
C 0.41843 4.26888 -3.39703 0.014 0.013 -0.032 -1.381
H -1.85455 1.64642 -0.50548 0.025 0.031 0.018 0.367
C -1.90516 1.93020 -1.55888 0.003 -0.191 0.035 -0.662
O 2.77432 1.17344 -0.36095 0.173 0.196 -0.034 -0.353
H -3.21614 4.80173 -0.86481 -0.013 -0.026 -0.063 0.258
H 1.29904 -5.45291 1.11642 -0.146 0.067 -0.211 0.330
C -0.77957 3.35906 -3.16902 0.042 0.041 -0.050 -0.408
H 1.86596 1.39214 -0.60601 -0.191 -0.177 0.006 0.274
H -2.07312 -2.61066 2.47734 -0.072 0.080 0.006 0.322
C -3.37437 2.12707 -1.95765 -0.002 -0.004 0.040 -1.147
C 0.05444 -3.07586 2.36093 -0.333 -0.229 0.749 1.317
N -0.98416 3.03272 -1.77267 -0.088 0.001 0.020 0.347
H -0.23302 -3.27624 1.33025 0.280 0.152 -0.212 0.136
C -1.26037 -2.88649 3.15016 -0.040 -0.001 -0.363 -1.731
Ga 1.58664 -1.60598 -0.26022 0.163 -0.114 -0.331 0.644
H -1.50828 1.06909 -2.10178 0.034 0.023 -0.022 0.387
H 1.31337 3.84587 -2.93964 -0.007 -0.008 0.028 0.283
C 0.58142 -5.51170 1.93502 0.321 0.123 0.298 -1.551
C 3.29330 -0.93879 -1.17107 -0.339 0.079 0.548 -0.531
H -3.88412 1.16169 -1.94511 0.011 -0.010 0.001 0.423
C 2.32830 -4.13737 3.03504 -0.139 -0.196 -0.195 -1.676
H -1.16620 -2.07520 3.87415 0.058 -0.056 0.190 0.387
H 3.49112 -1.44529 -2.11683 -0.031 0.062 -0.129 0.267
H -2.27544 5.45935 -2.20604 0.021 -0.006 -0.010 0.245
O 1.91103 -1.60646 1.60523 -0.121 -0.103 -0.166 -0.516
H 4.16645 -1.07377 -0.52226 0.104 -0.055 -0.023 0.287
```
Forces are in eV/Å.



(2)
C3H2ClNS | ωB97M-V/def2-TZVPD

As for the HOMO energy: -0.34360 Eh. The SMILES is Clc1cncs1. Its total charge is 0. The value obtained for the orbital gap is 10.0576 eV. For the energy relative to the best compared isomer or geometry (same formula, charge and spin), the calculation gives 0.000 eV.

```
8
Properties=species:S:1:pos:R:3:forces:R:3:mulliken_charge:R:1
C 0.05865 -0.96917 0.00002 -0.989 0.140 -0.001 -0.473
S -0.57592 1.50555 -0.00039 0.200 -0.687 0.007 -0.114
C -1.04546 -0.16706 0.00051 0.460 0.221 -0.006 0.489
H 0.05071 -2.04275 -0.00070 -0.122 -0.207 0.001 0.411
H 1.88205 1.66758 0.00025 0.226 0.244 0.001 0.396
Cl -2.67871 -0.65020 -0.00018 -0.168 -0.044 0.001 -0.176
N 1.23384 -0.30718 -0.00023 0.977 -0.275 0.006 -0.475
C 1.07484 0.96323 0.00071 -0.584 0.607 -0.010 -0.058
```
Forces are in eV/Å.



(3)
C7H24N8O5 | ωB97M-V/def2-TZVPD

As for the HOMO energy: -0.35082 Eh. The SMILES is NC(N)=O.NC(N)=O.NC(N)=O.NC(N)=O.CC(C)O. Its total charge is 0. The value obtained for the orbital gap is 9.8560 eV. For the energy relative to the best compared isomer or geometry (same formula, charge and spin), the calculation gives 3.634 eV.

```
44
Properties=species:S:1:pos:R:3:forces:R:3:mulliken_charge:R:1
N -12.19352 -2.00771 -11.64141 -2.579 -0.315 -0.159 -0.474
H -20.81746 -8.95315 -20.55688 0.239 0.196 -0.217 0.219
H -11.20734 -7.35389 -20.04825 -0.500 0.176 -0.400 0.322
N -21.40321 -9.37254 -14.27843 1.853 -2.006 -0.271 -0.391
N -10.59466 -1.75950 -10.16196 1.382 -0.842 4.733 -0.409
H -9.66309 -1.49478 -9.87523 -0.408 0.133 -0.115 0.212
H -19.57221 -2.42046 -15.10246 -0.768 -0.354 0.188 0.222
H -10.17463 -5.97416 -19.83331 -0.432 0.378 0.862 0.346
H -12.38780 -2.83668 -11.09812 -0.623 -0.097 -1.065 0.213
C -12.22383 -5.28021 -20.41641 0.639 0.093 2.343 0.466
H -23.80302 -8.02325 -12.85112 0.299 0.135 -0.223 0.221
H -10.50351 -6.27517 -21.36177 -0.625 -0.684 -0.623 0.365
H -12.57979 -3.15484 -20.41734 0.334 -0.002 0.342 0.324
O -10.45137 -0.81963 -12.13223 2.116 2.877 -2.335 -0.625
N -19.56790 -3.38311 -15.40807 -1.994 1.075 1.867 -0.410
C -11.82327 -3.85095 -20.77953 0.143 -0.493 -1.752 -1.108
H -10.80052 -3.61979 -20.48178 -0.260 0.121 0.537 0.269
H -12.28381 -1.81953 -12.62961 -1.005 -1.037 -0.014 0.255
H -20.89948 -9.54185 -15.13733 -0.297 0.113 0.181 0.228
N -19.91369 -8.99952 -21.00536 -3.198 3.336 -0.337 -0.392
H -11.82579 -3.69509 -21.85833 0.052 -0.133 -0.332 0.341
H -22.68631 -9.13080 -12.25132 0.181 0.077 -0.461 0.175
O -19.31579 -10.71471 -19.72847 -0.479 -1.087 2.533 -0.643
N -22.91431 -8.48224 -12.99123 -2.467 0.492 2.956 -0.387
H -21.44678 -10.10957 -13.58924 0.434 -0.035 -0.492 0.170
N -18.08353 -10.02435 -21.39287 4.663 -0.177 -3.146 -0.379
H -19.12368 -5.60095 -16.50496 -0.404 0.754 0.639 0.164
O -12.63150 -5.10108 -19.01470 0.580 -1.331 0.235 -0.563
O -22.64278 -7.67814 -15.06743 -0.571 0.929 -1.042 -0.628
H -13.10400 -5.62994 -20.95593 0.242 -0.126 -0.358 0.260
C -19.08910 -9.91698 -20.59214 -0.998 -2.101 0.350 0.664
C -22.37042 -8.46460 -14.19817 0.619 0.324 -0.686 0.613
H -17.72360 -5.09642 -17.17779 0.209 0.399 0.315 0.209
H -11.24163 -2.11078 -9.47049 0.487 0.102 0.111 0.188
H -19.73965 -8.49114 -21.86056 -0.402 -0.037 0.438 0.162
H -17.47870 -10.83322 -21.39207 -0.252 0.279 0.250 0.218
C -11.02565 -6.34086 -20.40722 -0.129 1.953 -0.305 -1.311
C -18.44322 -3.67967 -16.01669 0.560 4.013 0.120 0.658
O -17.57096 -2.82805 -16.17043 0.659 -0.352 0.052 -0.683
H -18.06372 -9.42846 -22.20811 0.423 -0.397 0.157 0.152
C -11.06786 -1.41375 -11.31444 0.630 -0.817 -1.161 0.640
H -20.34594 -4.02621 -15.44241 -0.062 0.691 0.315 0.185
N -18.45531 -4.84410 -16.52891 1.757 -6.278 -3.492 -0.346
H -13.49368 -4.69702 -18.89227 -0.048 0.056 -0.539 0.289
```
Forces are in eV/Å.



(4)
C24H33N3O2STi | ωB97M-V/def2-TZVPD

As for the HOMO energy (alpha / beta): -0.14352 / -0.17196 Eh. Its total charge is -1. As for the spin multiplicity: 2. The value obtained for the orbital gap (alpha / beta) is 6.7983 / 7.5728 eV. For the energy relative to the best compared isomer or geometry (same formula, charge and spin), the calculation gives 0.598 eV.

```
64
Properties=species:S:1:pos:R:3:forces:R:3:mulliken_charge:R:1
H 5.65309 1.45946 1.66389 -0.001 0.001 0.000 0.387
C 3.55526 1.65740 1.26856 0.003 0.000 -0.001 -0.689
C 1.92057 -4.64051 -1.02385 0.000 -0.007 -0.003 -1.696
H -1.24703 0.93524 2.37232 -0.014 -0.013 0.006 0.189
H -4.47852 -4.13862 1.71770 -0.002 0.001 -0.001 0.359
H 1.12097 -5.34735 -0.78035 -0.001 0.000 -0.002 0.319
H 1.14818 -1.99393 2.95466 -0.002 0.000 -0.002 0.338
H 2.15863 -2.62678 -1.69250 0.001 0.002 0.003 -0.382
C 2.45569 1.24013 0.51337 0.004 0.079 -0.082 0.656
C -2.07676 -1.74864 1.55751 0.055 0.032 0.080 0.654
C -1.12494 0.60674 3.40264 0.003 0.017 0.001 -1.579
H 1.07616 -2.57519 0.54712 0.009 0.014 0.004 0.123
H -0.42025 1.28334 3.89559 0.002 0.000 -0.004 0.405
H 2.53334 -4.51546 -0.12827 -0.002 -0.001 0.002 0.358
H 1.13231 -3.92668 -3.54742 0.001 -0.003 0.003 0.425
C 4.99632 0.20439 0.03468 0.004 -0.001 -0.003 -0.505
H -3.75400 -0.25364 -0.29500 -0.005 -0.005 0.004 -0.024
C -2.98609 -2.72546 -1.41810 -0.014 -0.001 -0.016 -1.250
H -0.36812 -3.30527 -0.11543 0.013 -0.016 -0.005 0.518
H 1.48735 -0.33532 3.48092 0.000 0.002 -0.007 0.484
C 0.52443 -3.48766 -2.74998 0.002 0.002 -0.006 -1.521
H -3.48091 2.87028 -1.60149 -0.004 -0.005 0.005 0.245
H 0.84548 -0.63741 1.87349 -0.003 0.006 0.011 0.032
H 4.06912 -0.92625 -1.54360 -0.001 -0.011 0.007 0.406
H -3.57854 -4.37006 4.01344 -0.001 0.001 0.000 0.348
H -2.34075 -1.88696 -1.67668 0.018 -0.017 0.021 -0.085
H -4.64712 -3.16559 -0.18118 -0.007 0.002 0.024 0.581
H 1.17779 2.91599 1.13170 0.003 -0.006 0.013 0.266
H 0.12960 -2.53375 -3.10976 0.002 -0.001 0.000 0.280
C 0.79549 -0.96209 2.91103 0.005 -0.010 0.009 -1.149
C -1.84219 2.07977 -0.71455 0.019 -0.002 0.028 0.424
C -3.17126 -3.63041 3.33526 0.006 0.002 -0.006 -1.292
C -1.62468 -1.81229 2.89453 0.015 -0.018 0.004 0.441
N -1.01230 2.31526 0.25831 -0.006 0.012 -0.060 -1.292
C 2.63270 0.26701 -0.50560 -0.042 0.118 -0.034 0.726
H 2.54430 -5.09046 -1.80488 0.000 0.000 0.002 0.446
H -5.20206 -0.87592 0.51686 -0.001 0.001 0.000 0.363
C -0.61798 -0.83568 3.47686 -0.003 -0.005 -0.012 0.409
S -1.64037 0.93360 -2.01932 -0.038 -0.014 0.041 -0.566
C 3.93631 -0.20998 -0.74293 -0.001 -0.027 0.087 -0.521
H -3.63020 -2.91451 -2.28183 -0.002 0.013 -0.002 0.515
H -2.09194 0.69850 3.90240 0.003 -0.001 0.007 0.395
N -3.00017 2.81911 -0.72102 0.005 0.011 -0.022 -0.450
C 1.18374 1.93097 0.66282 -0.034 -0.003 0.073 -0.728
H -2.35834 -3.60172 -1.25766 -0.020 -0.018 -0.011 0.263
C -3.14915 -2.57226 1.15051 -0.031 0.026 -0.001 0.383
C 1.32453 -3.30001 -1.46241 0.013 -0.003 0.006 1.709
C -3.66233 -3.50312 2.04666 0.018 -0.018 -0.014 -0.999
O 1.63224 -0.14418 -1.24084 0.072 -0.151 0.127 -0.698
N 0.08439 1.47419 0.19839 0.073 0.071 -0.094 1.372
H -5.05748 -0.96160 -1.24922 0.000 -0.002 0.000 0.393
H -0.32830 -4.15140 -2.57588 -0.008 0.006 0.008 0.240
H 3.39953 2.41186 2.03304 -0.002 0.001 -0.002 0.376
C 0.47402 -2.64723 -0.37391 -0.068 -0.010 -0.221 -1.134
Ti -0.17530 -0.56180 -0.60564 -0.046 -0.017 0.055 -0.191
C -4.50589 -1.04199 -0.30829 0.005 0.004 -0.025 -1.328
C -3.84540 -2.41865 -0.19024 0.015 -0.001 -0.003 0.598
O -1.53011 -0.89246 0.69830 -0.004 -0.028 -0.003 0.596
C -2.17148 -2.76528 3.74674 -0.004 -0.001 0.000 -0.844
H -0.54844 -1.09622 4.53909 -0.002 -0.003 0.003 0.600
H -1.80416 -2.81551 4.76698 0.001 0.001 0.001 0.359
H 5.98464 -0.19814 -0.15605 -0.001 0.000 -0.002 0.370
C 4.81601 1.13740 1.05850 0.003 -0.003 0.003 -0.673
H -2.98333 3.65441 -0.15829 -0.002 -0.004 0.004 0.249
```
Forces are in eV/Å.



(5)
C7H12O | ωB97M-V/def2-TZVPD

As for the HOMO energy: -0.32376 Eh. The SMILES is C=C/C=C(/C)C=C.O. Its total charge is 0. The value obtained for the orbital gap is 9.5095 eV. For the energy relative to the best compared isomer or geometry (same formula, charge and spin), the calculation gives 1.755 eV.

```
20
Properties=species:S:1:pos:R:3:forces:R:3:mulliken_charge:R:1
H -0.50665 -1.81636 -1.12273 0.085 -0.217 0.032 0.353
H -3.64252 0.04931 -0.05807 0.139 -0.483 -0.308 0.288
H 0.86049 -3.37490 0.14445 -0.349 -0.046 -0.231 0.268
O -0.26279 2.01884 3.46247 0.136 -0.127 -0.188 -0.645
C -1.84672 0.41574 -1.10360 0.091 0.796 0.004 -0.474
C 2.03557 0.48186 -0.80279 0.252 -0.033 0.235 -1.406
H 2.60417 0.04545 0.01588 -0.019 -0.206 0.119 0.342
H 2.53021 0.15308 -1.71693 0.143 0.116 -0.064 0.326
C 0.42746 -1.47859 -0.68008 -0.984 0.354 -0.341 -0.171
C 1.13734 -2.33757 0.02635 0.940 -0.472 0.464 -0.846
C -0.42063 0.79991 -1.00899 0.559 -0.735 0.171 -0.394
C -2.55490 0.01171 -0.06368 -0.539 0.121 0.650 -0.600
H 0.46989 1.71521 2.91335 0.007 0.089 0.114 0.320
C 0.62059 -0.02624 -0.84130 0.330 0.168 0.302 0.890
H -2.36614 0.67761 -2.02666 0.065 0.025 0.138 0.305
H -2.10845 -0.23302 0.89963 0.134 0.115 -0.231 0.238
H 2.06453 -2.12579 0.55807 -0.158 0.421 -0.213 0.216
H -0.17780 1.85524 -0.95858 -0.288 0.179 -0.441 0.321
H -1.02710 1.60599 3.05092 -0.145 0.029 0.038 0.324
H 2.16347 1.56254 -0.68770 -0.399 -0.094 -0.250 0.345
```
Forces are in eV/Å.



(6)
H36O18 | ωB97M-V/def2-TZVPD

As for the HOMO energy: -0.38484 Eh. Its total charge is 0. The value obtained for the orbital gap is 10.1426 eV. For the energy relative to the best compared isomer or geometry (same formula, charge and spin), the calculation gives 5.248 eV.

```
54
Properties=species:S:1:pos:R:3:forces:R:3:mulliken_charge:R:1
H -2.13689 -3.49935 -3.73370 -0.505 -0.418 0.558 0.295
H 2.56726 1.54676 0.39218 0.298 -1.094 1.428 0.208
O -0.88949 2.93905 2.56354 -0.147 2.057 3.812 -0.612
H -0.93579 6.14589 1.17026 1.149 1.068 -1.978 0.304
O 0.32330 0.85558 1.24170 1.205 -0.453 1.661 -0.235
H 0.91224 -4.34325 -2.40435 0.856 -0.500 -1.740 0.208
O -2.37793 -4.19009 -3.08690 0.382 0.566 -0.126 -0.636
H 3.59678 1.56216 3.45836 -0.203 0.115 0.105 0.331
O -2.27712 -0.37657 2.69704 0.073 -0.007 -0.687 -0.627
H -3.05334 2.09444 -3.37667 -0.546 0.049 1.623 0.339
H 3.62143 1.37962 1.46569 0.249 -0.356 0.224 0.375
H 3.50000 1.43970 -2.01762 -2.427 -1.779 -0.258 0.325
O 1.12583 -1.96523 0.32278 -0.186 0.110 -0.216 -0.578
H 1.96745 -4.93273 2.12592 0.484 -0.821 -0.932 0.313
O 2.23731 -5.53828 1.39558 -8.305 0.653 1.300 -0.577
H -2.91000 -3.74089 -2.39897 0.050 -0.163 -0.750 0.331
H -1.74485 -6.18828 0.27293 -0.207 0.533 -1.824 0.308
O -1.41714 5.82142 1.88609 -0.639 -2.550 1.833 -0.610
O -2.27604 -2.03824 -0.07707 -1.499 0.472 0.585 -0.629
H -0.04276 -3.24846 -1.93884 -1.886 2.953 -1.633 0.252
H 2.18100 4.06805 -2.29900 1.143 2.028 2.371 0.325
H 1.06530 0.78437 1.95031 -1.800 0.260 -2.066 0.296
H 0.27401 0.80321 -1.97086 -1.361 1.771 1.400 0.264
H -2.39256 -0.46786 3.64383 0.211 0.289 0.069 0.257
H 0.75823 0.53387 0.42831 -0.584 0.022 0.769 0.161
H -1.40601 -2.32895 -0.12751 2.592 -0.926 -0.006 0.269
H 2.03743 0.91391 -1.52948 0.816 0.276 -0.067 0.291
H -4.77852 -2.16332 -1.36941 0.339 -0.012 -0.261 0.305
H -1.60722 0.29806 2.49797 -0.111 -0.210 0.474 0.349
O 2.72733 0.77561 -2.19638 1.792 1.594 0.284 -0.670
O 2.82585 0.92837 1.14310 0.378 1.673 -1.560 -0.653
H -2.65135 2.85117 -2.08283 -1.069 -0.693 -0.461 0.319
H -1.06376 1.49059 -1.41800 0.597 -0.386 -0.100 0.169
O 4.49605 1.75573 3.18251 -0.820 0.937 -0.696 -0.661
H 0.11776 3.07330 -0.09780 0.941 0.952 0.036 0.272
H -2.22131 -1.15891 0.29004 -0.108 0.439 0.437 0.271
O 2.74677 4.54888 -1.57654 -0.949 0.284 -1.401 -0.635
H 2.35672 5.43811 -1.29110 0.319 -2.275 -1.181 0.294
O -1.83936 -5.88204 -0.67843 -2.132 -2.103 2.562 -0.601
H 0.79668 -1.93274 1.22262 -0.063 0.010 0.186 0.281
H 1.02101 4.20002 0.58106 -0.279 -0.499 -0.268 0.309
H -1.64777 3.53283 2.63070 -0.197 -0.357 0.610 0.281
H 3.09341 -5.52411 1.34911 7.803 0.200 -0.360 0.263
O -3.95754 -2.08626 -1.87698 -2.799 0.065 -2.217 -0.701
O 0.41161 -3.99122 -1.71120 1.039 -2.514 3.535 -0.494
H -0.96389 2.62495 1.72752 0.038 -2.055 -4.054 0.246
H -3.26976 -2.17019 -1.26160 1.602 0.070 1.794 0.509
O -3.29840 2.17077 -2.40805 1.742 0.770 -1.114 -0.657
H -1.08437 -5.38168 -0.82850 2.364 1.584 -0.762 0.314
O 0.55221 3.95102 -0.23166 -0.882 -0.486 0.549 -0.526
H -1.09742 4.87329 1.92350 -0.234 1.794 -0.054 0.354
H 1.10642 -2.89121 0.05093 0.113 -0.174 -0.122 0.283
O -0.09174 1.48738 -1.29847 0.291 -1.787 -2.056 -0.478
H 5.01297 1.15176 3.67432 1.071 -0.972 0.744 0.311
```
Forces are in eV/Å.